C39H79N7O10 | ωB97M-V with the def2-TZVPD basis set

```
! RIJCOSX wB97M-V def2-TZVPD def2/J DEFGRID3
* xyz 0 1
C 3.29 0.11 2.82
C 3.37 -0.30 1.24
C 1.88 -0.26 0.53
C 1.71 1.04 -0.48
C 1.44 2.46 0.33
C -0.16 2.42 0.82
C -1.23 2.47 -0.42
C -2.52 1.47 -0.26
C -3.60 1.97 0.92
C -4.61 0.75 1.42
C -4.13 0.08 2.87
C -2.60 -0.50 2.83
C -2.47 -2.12 2.60
C -3.42 -2.74 1.42
C -2.64 -3.13 0.02
C -1.50 -4.04 -0.27
C -1.20 -4.05 -1.88
O -0.17 -4.61 -2.58
O -2.34 -3.33 -2.51
C -3.05 -2.53 -1.46
O -3.89 -1.55 -1.82
H 4.35 -0.15 3.29
H 2.48 -0.57 3.36
H 3.02 1.25 3.00
H 3.77 -1.41 1.18
H 4.09 0.45 0.70
H 1.66 -1.27 -0.07
H 1.10 -0.26 1.42
H 2.72 1.11 -1.10
H 0.86 0.76 -1.23
H 2.07 2.39 1.33
H 1.70 3.41 -0.31
H -0.25 1.46 1.48
H -0.38 3.34 1.55
H -0.72 2.25 -1.47
H -1.65 3.58 -0.46
H -2.15 0.35 -0.08
H -3.11 1.42 -1.30
H -4.30 2.76 0.37
H -3.07 2.47 1.84
H -4.64 -0.02 0.54
H -5.72 1.18 1.52
H -4.20 0.96 3.65
H -4.92 -0.75 3.20
H -1.88 0.07 2.07
H -2.14 -0.28 3.90
H -1.34 -2.31 2.25
H -2.57 -2.73 3.62
H -4.36 -2.09 1.13
H -3.86 -3.77 1.85
H -0.98 -4.65 0.59
C 3.27 -1.66 8.10
N 2.44 -1.24 6.98
C 2.12 0.16 6.84
C 1.95 -2.14 6.06
O 1.24 -1.85 5.10
H 2.77 -1.38 9.03
H 4.23 -1.16 8.03
H 3.43 -2.74 8.08
H 1.04 0.29 6.87
H 2.49 0.51 5.87
H 2.58 0.75 7.64
H 2.25 -3.18 6.26
C -0.94 -5.81 -5.61
N -1.66 -6.83 -6.34
C -2.87 -7.38 -5.77
C -1.23 -7.30 -7.56
O -1.79 -8.16 -8.23
H -0.64 -6.22 -4.64
H -1.59 -4.95 -5.46
H -0.04 -5.49 -6.16
H -2.75 -8.45 -5.64
H -3.70 -7.19 -6.46
H -3.09 -6.91 -4.80
H -0.30 -6.82 -7.91
C -3.54 0.84 -6.16
N -2.86 0.92 -4.89
C -2.79 -0.27 -4.06
C -2.29 2.09 -4.44
O -1.70 2.23 -3.37
H -4.58 0.54 -6.00
H -3.04 0.08 -6.78
H -3.52 1.80 -6.68
H -3.27 -0.06 -3.09
H -1.74 -0.51 -3.88
H -3.29 -1.11 -4.54
H -2.40 2.93 -5.14
C -8.21 -1.77 -7.39
N -7.42 -0.59 -7.67
C -6.68 -0.52 -8.92
C -7.35 0.47 -6.79
O -6.70 1.50 -6.97
H -7.55 -2.64 -7.38
H -8.96 -1.89 -8.18
H -8.71 -1.69 -6.42
H -5.62 -0.40 -8.69
H -7.02 0.35 -9.49
H -6.83 -1.43 -9.51
H -7.94 0.32 -5.88
C 2.47 1.45 -5.43
N 3.05 2.36 -4.47
C 4.47 2.62 -4.52
C 2.28 2.99 -3.51
O 2.71 3.77 -2.66
H 2.95 0.47 -5.32
H 2.66 1.83 -6.44
H 1.39 1.34 -5.28
H 4.92 2.34 -3.56
H 4.63 3.70 -4.68
H 4.94 2.06 -5.33
H 1.22 2.72 -3.56
C 6.99 3.38 1.78
N 5.72 3.90 2.25
C 5.71 4.74 3.43
C 4.54 3.63 1.61
O 3.43 4.05 1.94
H 7.43 2.76 2.58
H 7.66 4.21 1.55
H 6.86 2.76 0.89
H 5.07 4.28 4.19
H 5.29 5.72 3.17
H 6.72 4.86 3.83
H 4.66 2.99 0.72
C 5.72 3.19 11.01
N 5.00 2.17 10.28
C 3.78 1.63 10.85
C 5.43 1.70 9.06
O 4.87 0.84 8.39
H 6.02 2.78 11.98
H 5.06 4.05 11.16
H 6.61 3.51 10.46
H 3.90 0.55 10.99
H 2.95 1.81 10.17
H 3.57 2.09 11.82
H 6.36 2.18 8.71
*
```

SMILES = CCCCCCCCCCCCCCC1=CC(=O)OC1=O.CN(C)C=O.CN(C)C=O.CN(C)C=O.CN(C)C=O.CN(C)C=O.CN(C)C=O.CN(C)C=O
Highest occupied orbital energy = -8.79 eV
Max |F| = 9.77 eV/Å